DFT (the ωB97M-V functional and the def2-TZVPD basis) results for 2 unconnected molecules or ions with the total composition C2HNS2 at a distorted geometry.

Last column: natural (NBO) charge in e.
Element x y z (Å)
C1 0.378 0.201 2.079  0.195
C2 0.648 0.165 -0.053  -0.433
N1 0.387 -0.027 3.187  -0.426
S1 1.594 1.619 -0.392  0.208
S2 2.299 -0.394 -0.390  0.189
H1 -0.067 -0.330 -0.735  0.266

The largest force on an atom comes out at 6.78 eV/Å. The multiplicity is 1. The value obtained for the highest occupied orbital energy is -9.6543 eV. For the HOMO-LUMO gap, the calculation gives 8.40 eV. For the total energy, the calculation gives -927.7920 Eh. The LUMO energy is -0.046 hartree. The energy above the lowest of the compared OMol25 structures with the same formula, charge and spin comes out at 257.6 kJ/mol.